No. 1
Below is a 9-piece molecular cluster, C42H82N2O11 overall, with properties calculated with the ωB97M-V functional and the def2-TZVPD basis.

Values from the calculation:
Highest occupied orbital energy ... -8.3 eV
Charge ... 0
Energy ... -2586.6768 Eh
Gap between HOMO and LUMO ... 8.26 eV
Structure (SMILES) ... O=C1NC(=O)c2c(CCCNCc3ccccc3O)cccc21.CC(C)O.CC(C)O.CC(C)O.CC(C)O.CC(C)O.CC(C)O.CC(C)O.CC(C)O
Lowest unoccupied orbital energy ... -0.001 Ha

Each line ends with the Mulliken charge.
Geometry (Å):
1 O -1.4610 -2.8857 3.6832  -0.580
2 O -1.6412 1.6638 3.6032  -0.616
3 O 2.3216 5.5771 -2.6387  -0.456
4 O -2.5120 -6.1968 0.9424  -0.501
5 O 3.8525 1.8572 0.1827  -0.493
6 O 0.2888 -0.4142 -4.2430  -0.486
7 O -1.4490 4.9928 -1.8156  -0.545
8 O 3.7361 9.6417 -0.7725  -0.565
9 O 2.9678 -4.4767 -4.7917  -0.502
10 O -3.8226 -4.8694 6.5184  -0.563
11 O -2.2900 -1.3225 6.5870  -0.640
12 N -1.3369 -0.5817 4.0139  -0.146
13 N -4.0868 3.7654 -1.8359  -0.350
14 C -3.2803 2.5880 -2.1485  -0.885
15 C -4.5375 -1.2265 5.6885  -0.725
16 C 1.6196 -0.2263 -4.7224  0.703
17 C -4.1170 -1.5240 0.3953  -1.270
18 C -1.2622 1.3399 -1.4651  -0.673
19 C 1.7277 1.1134 -5.4357  -1.360
20 C 2.0242 -1.3826 -5.6241  -1.391
21 C -1.0042 3.7075 -1.5311  1.612
22 C 1.0520 6.3198 -4.5494  -1.250
23 C 3.4977 6.8612 -4.3088  -1.285
24 C -3.3440 -7.2420 6.3587  -1.435
25 C 2.4022 5.8420 -4.0372  0.485
26 C -4.1841 -0.1300 0.3502  -0.445
27 C 4.6383 0.2215 1.7816  -1.388
28 C 6.1527 9.6416 -0.6576  -1.465
29 C -2.6695 -1.3732 2.2705  -0.013
30 C -3.6658 -1.0850 6.9269  0.319
31 C -3.5100 0.6835 1.2680  1.131
32 C 1.3932 -5.7463 -6.1168  -1.197
33 C 5.8914 0.6719 -0.3534  -1.421
34 C 3.5604 -6.7582 -5.3388  -1.301
35 C -4.0610 -2.0757 8.0061  -0.892
36 C 4.8374 7.4995 -0.5927  -1.007
37 C -1.7168 -7.3840 0.9588  0.365
38 C -3.3595 -2.1638 1.3678  -0.712
39 C -2.7769 -5.8434 6.5397  0.434
40 C -2.7477 0.0056 2.2200  0.727
41 C 4.5265 0.6052 0.3142  0.616
42 C 2.8570 -5.4881 -5.7926  0.408
43 C -3.5315 2.1969 1.2579  -0.571
44 C -1.7784 -1.7661 3.3936  0.049
45 C -1.8338 2.5963 -1.6990  0.395
46 C 4.9080 8.9152 -1.1447  0.608
47 C 0.8592 2.2824 -0.8800  -0.552
48 C -1.5636 -7.8821 2.3866  -1.068
49 C 0.0585 1.1644 -1.0707  -1.180
50 C -0.3663 -7.1161 0.3122  -1.255
51 C 0.3201 3.5399 -1.1229  -0.673
52 C -1.8924 0.5352 3.3172  0.242
53 C -4.6837 2.8962 0.5047  -1.004
54 C -4.1692 4.0426 -0.4103  -0.855
55 C -1.7766 -5.4642 5.4611  -1.010
56 H 1.0592 1.1383 -6.3012  0.351
57 H -1.8828 0.4626 -1.6028  0.486
58 H 1.2868 -6.4928 -6.9052  0.386
59 H 3.9411 6.9927 -0.9488  0.101
60 H -3.2133 4.3699 -0.0152  0.090
61 H -3.7246 -0.0596 7.2940  0.382
62 H 1.0783 6.5027 -5.6251  0.432
63 H -2.3018 -5.7699 7.5190  0.328
64 H -4.7965 0.3202 -0.4145  0.233
65 H -1.4046 -4.4569 5.6314  0.215
66 H -3.3031 -3.2420 1.4052  0.625
67 H -3.8997 -3.0591 7.5636  0.017
68 H -2.5607 2.5181 0.8799  0.264
69 H 6.4092 -0.2865 -0.2934  0.395
70 H 3.0518 -1.2721 -5.9742  0.384
71 H -4.2401 -4.9139 5.6506  0.299
72 H 4.4573 6.5022 -3.9323  0.319
73 H 0.9053 -4.8261 -6.4399  0.292
74 H -2.2500 -5.4669 4.4762  0.080
75 H 1.8951 2.2077 -0.5743  0.427
76 H 1.9421 -2.3300 -5.0985  0.314
77 H -4.6755 -2.0908 -0.3334  0.477
78 H -4.8507 4.8857 -0.3012  0.564
79 H 2.6571 4.8934 -4.5120  0.183
80 H -4.0687 -7.4670 7.1420  0.360
81 H 0.1747 -6.3445 0.8670  0.297
82 H 2.2561 -0.2158 -3.8362  0.183
83 H 3.0954 -7.1464 -4.4284  0.334
84 H 2.7463 1.2975 -5.7817  0.397
85 H 3.6510 0.1796 2.2423  0.321
86 H -4.2232 -0.5255 4.9118  0.031
87 H -0.4968 -6.7552 -0.7084  0.315
88 H 5.2233 0.9674 2.3269  0.332
89 H -1.0644 -7.1200 2.9907  0.145
90 H -5.0980 -1.9631 8.3250  0.394
91 H -1.6074 -0.5540 5.0072  0.209
92 H -0.9807 -8.8032 2.4340  0.450
93 H 4.3778 2.5278 0.6327  0.275
94 H -5.0222 3.5575 -2.1640  0.330
95 H -2.5547 -7.9943 6.3873  0.394
96 H -2.0443 -5.5306 1.4600  0.276
97 H 0.7615 7.2471 -4.0481  0.329
98 H 3.5148 -7.5328 -6.1057  0.379
99 H 1.3648 -1.4326 -6.4970  0.339
100 H 5.7903 0.9485 -1.4033  0.336
101 H -5.3119 3.3638 1.2597  0.425
102 H -3.4147 -1.9749 8.8792  0.309
103 H 3.2783 7.8023 -3.7958  0.228
104 H -4.4498 -2.2359 5.2756  0.032
105 H 6.1857 10.6545 -1.0597  0.353
106 H 4.7905 7.5134 0.5000  0.419
107 H 4.6070 -6.5549 -5.1108  0.315
108 H 0.8638 -6.1039 -5.2293  0.296
109 H -3.8623 -7.3218 5.3988  0.304
110 H -2.2382 -2.2448 6.2965  0.308
111 H -3.7247 1.6656 -1.7608  0.127
112 H -5.5862 -1.0389 5.9206  0.500
113 H 2.5314 -4.7997 -3.9958  0.315
114 H -5.3236 2.2047 -0.0351  0.381
115 H -3.5497 2.5029 2.2990  0.757
116 H -0.3029 -0.4262 -5.0025  0.308
117 H 0.9313 4.4202 -1.0130  0.146
118 H 3.5962 7.0665 -5.3759  0.454
119 H 2.0919 6.4040 -2.1995  0.276
120 H 3.3601 -5.0886 -6.6740  0.266
121 H 3.7108 9.6841 0.1892  0.351
122 H 3.9022 -0.1229 -0.2060  0.238
123 H -2.5414 -8.0646 2.8345  0.263
124 H 0.4353 0.1635 -0.9302  0.675
125 H -2.2623 -8.1213 0.3686  0.327
126 H 6.1446 9.7220 0.4329  0.361
127 H 0.2795 5.5802 -4.3375  0.225
128 H 7.0611 9.1175 -0.9580  0.359
129 H -3.2708 2.4799 -3.2353  0.516
130 H 6.5140 1.4313 0.1279  0.334
131 H 1.4326 1.9252 -4.7688  0.280
132 H 0.2478 -8.0176 0.2879  0.385
133 H -0.9255 -6.1479 5.4364  0.511
134 H 5.7075 6.9136 -0.8930  0.329
135 H 5.1209 -0.7495 1.9016  0.395
136 H -1.3760 5.5055 -1.0057  0.302
137 H 4.9109 8.8813 -2.2348  0.191

No. 2
Below is C25H21BF3N4O7PbS as an isolated structure, with properties calculated with the ωB97M-V functional and the def2-TZVPD basis.

Values from the calculation:
Expectation value of S² ... 0.785
ΔE to the lowest compared entry with this formula, charge and spin ... 0.0 kJ/mol
2S+1 ... 2
Highest occupied orbital energy (spin up / spin down) ... -6.0 / -8.0 eV
Charge ... 0
Energy ... -2626.6311 Eh
Gap between HOMO and LUMO (spin up / spin down) ... 5.26 / 7.25 eV
Lowest unoccupied orbital energy (spin up / spin down) ... -0.025 / -0.026 Ha

Each line ends with the Mulliken charge.
Geometry (Å):
1 Pb -1.1025 3.8161 -1.7808  1.445
2 S 1.6631 0.6310 -4.5063  -0.287
3 F 3.1413 -0.6840 0.6050  -0.500
4 F 3.4207 3.1340 -3.1822  -0.396
5 F 1.9965 3.9723 -4.8043  -0.311
6 O -1.7025 2.2443 -0.1466  -0.702
7 O -1.2044 0.8109 1.5019  -0.741
8 O -2.2260 2.7171 -3.3480  -0.664
9 O 1.4912 4.3207 -2.5307  -0.458
10 O 2.9267 5.5804 -1.3302  -0.589
11 O 0.2907 1.8419 -2.6678  -0.241
12 O -3.3147 1.1105 -4.4442  -0.689
13 N -0.6619 -1.5874 3.0253  0.462
14 N 1.4701 -2.4956 1.8831  -0.145
15 N -1.8647 -1.5065 -1.5403  0.252
16 N 0.7930 3.1566 -0.2134  -0.136
17 C 1.4422 1.9073 1.6803  0.029
18 C 1.7968 -1.5894 2.9760  -0.573
19 C 1.3119 1.9112 -3.5972  0.499
20 C 0.6319 -3.5778 2.3300  -0.766
21 C 0.5488 -1.2110 3.8121  -0.666
22 C -4.1704 -2.2642 -0.8629  -1.097
23 C -1.6654 0.4557 -2.8926  0.319
24 C 1.9106 -0.9020 0.0809  -0.808
25 C -2.3515 -0.6470 -2.4935  -1.234
26 C 1.1000 -1.8646 0.6585  -0.212
27 C 1.5028 -0.1165 -0.9749  -0.264
28 C -0.9284 1.7276 0.7170  0.350
29 C -0.1390 -2.1203 0.0270  -0.447
30 C 0.2095 -0.2615 -1.5051  1.384
31 C 2.0225 3.6451 -0.3233  0.708
32 C -3.2891 -2.3972 0.3429  -0.320
33 C -0.7253 -3.0766 2.9136  -0.178
34 C -2.4678 1.4822 -3.6606  0.413
35 C -0.5950 -1.3323 -1.0168  0.310
36 C 3.0330 3.3017 0.5605  -0.831
37 C -2.7130 -2.5515 -1.0437  -0.169
38 C 0.4916 2.2983 0.7492  0.018
39 C -0.3646 0.6414 -2.4187  -0.642
40 C 2.2233 4.6175 -1.4632  -0.019
41 C 2.7275 2.4147 1.5805  -0.448
42 B 2.1084 3.3629 -3.5854  0.451
43 H -4.5150 -1.2691 -1.0990  0.389
44 H -0.9099 -3.4551 3.9190  0.441
45 H 1.1695 -4.1338 3.0995  0.329
46 H -4.8651 -3.0582 -1.0903  0.292
47 H 2.2408 -0.6920 2.5600  0.025
48 H -2.4352 -3.5518 -1.3611  0.376
49 H -1.5795 -3.3191 2.2875  -0.085
50 H 0.4419 -4.2587 1.5026  0.497
51 H 3.4930 2.1206 2.2875  0.442
52 H 4.0190 3.7242 0.4364  0.511
53 H 1.1528 1.2098 2.4488  0.640
54 H -3.3442 -0.8399 -2.8632  0.805
55 H -1.5091 -1.2118 3.4471  0.434
56 H -0.7624 -2.9305 0.3636  0.672
57 H 2.5389 -2.0468 3.6334  0.530
58 H -3.0438 -1.4753 0.8571  0.076
59 H -0.6153 -1.1641 2.0746  -0.280
60 H -3.3944 -3.2841 0.9545  0.271
61 H 0.4906 -0.1494 4.0381  0.439
62 H 0.4849 -1.7711 4.7455  0.377
63 H 2.1748 0.6403 -1.3527  0.709

No. 3
Below is one molecule with the formula C4H8N2O, with properties calculated with the ωB97M-V functional and the def2-TZVPD basis.

Values from the calculation:
ΔE to the lowest compared entry with this formula, charge and spin ... 62.6 kJ/mol
Highest occupied orbital energy ... -9.5 eV
Charge ... 0
Energy ... -341.9798 Eh
Gap between HOMO and LUMO ... 10.47 eV
Structure (SMILES) ... [H]/N=C(\CC)C(N)=O
Lowest unoccupied orbital energy ... 0.035 Ha

Each line ends with the Mulliken charge.
Geometry (Å):
1 O -1.9433 -1.5645 0.0794  -0.625
2 N -2.6689 0.5758 -0.0220  -0.317
3 N -0.1800 1.5111 0.0082  -0.732
4 C 0.7680 -0.8048 -0.0032  -0.120
5 C -0.2560 0.2594 0.0299  0.608
6 C -1.7182 -0.3738 0.0281  0.169
7 C 2.2407 -0.2214 -0.0143  -1.451
8 H 2.4248 0.3754 0.8776  0.365
9 H 0.7606 1.8995 0.0060  0.277
10 H 0.6335 -1.4449 0.8708  0.308
11 H -3.6444 0.3295 0.0122  0.217
12 H 2.4052 0.3884 -0.9011  0.364
13 H 2.9436 -1.0500 -0.0277  0.375
14 H -2.3728 1.5380 -0.0515  0.256
15 H 0.6072 -1.4177 -0.8922  0.306

No. 4
Below is a 2-piece molecular cluster, C3H7N2S overall, with properties calculated with the ωB97M-V functional and the def2-TZVPD basis.

Values from the calculation:
ΔE to the lowest compared entry with this formula, charge and spin ... 103.5 kJ/mol
Highest occupied orbital energy ... -14.1 eV
Charge ... +1
Energy ... -625.9327 Eh
Gap between HOMO and LUMO ... 9.24 eV
Lowest unoccupied orbital energy ... -0.177 Ha

Each line ends with the Mulliken charge.
Geometry (Å):
1 S 0.0428 0.9975 -0.5187  0.281
2 N -0.3290 1.6436 0.9938  -0.156
3 N 1.5674 -0.7543 -2.1237  -0.749
4 C -1.3179 -0.4087 1.2402  -0.654
5 C -0.7410 -0.4926 -0.0021  -0.011
6 C -1.0885 0.8604 1.8222  0.051
7 H 1.3433 -0.5530 -3.1309  0.263
8 H -1.2830 1.0851 2.8532  0.395
9 H -0.6194 -1.3783 -0.6436  0.386
10 H 2.5624 -0.6540 -2.0421  0.257
11 H 0.0119 2.5619 1.4286  0.308
12 H -1.6096 -1.1682 1.9113  0.360
13 H 1.4607 -1.7395 -1.7882  0.268

No. 5
Below is one molecule with the formula C5H12N2O, with properties calculated with the ωB97M-V functional and the def2-TZVPD basis.

Values from the calculation:
ΔE to the lowest compared entry with this formula, charge and spin ... 255.0 kJ/mol
Highest occupied orbital energy ... -9.1 eV
Charge ... 0
Energy ... -382.4054 Eh
Gap between HOMO and LUMO ... 9.93 eV
Structure (SMILES) ... CN(CC=O)CCN
Lowest unoccupied orbital energy ... 0.032 Ha

Each line ends with the Mulliken charge.
Geometry (Å):
1 O 0.8785 1.2916 2.8543  -0.506
2 N -0.5888 -3.0602 -1.1264  -0.595
3 N -0.2040 0.6519 -0.4564  0.155
4 C -0.3318 1.8010 -1.3707  -1.178
5 C 0.1997 1.0791 1.8752  0.015
6 C -0.1103 -0.6010 -1.2113  -0.577
7 C -0.5453 -1.7950 -0.3627  -0.614
8 C 0.8590 0.9328 0.5153  -0.669
9 H 0.2459 -3.0515 -1.7023  0.248
10 H -1.5347 -1.5801 0.0601  0.383
11 H 1.6754 0.2203 0.7113  0.343
12 H -0.7241 -0.4685 -2.1008  0.370
13 H -0.9731 2.5233 -0.8446  0.382
14 H 0.5374 2.3275 -1.7830  0.350
15 H 0.1872 -1.9173 0.4406  0.274
16 H 1.4545 1.8285 0.2761  0.383
17 H -0.8739 0.9296 1.8953  0.367
18 H -1.4235 -3.1493 -1.6751  0.255
19 H -1.0400 1.6151 -2.1918  0.372
20 H 0.9469 -0.8013 -1.4983  0.242

No. 6
Below is C15H21BN8SeSiV as an isolated structure, with properties calculated with the ωB97M-V functional and the def2-TZVPD basis.

Values from the calculation:
ΔE to the lowest compared entry with this formula, charge and spin ... 89.2 kJ/mol
Highest occupied orbital energy (spin up / spin down) ... -16.6 / -16.6 eV
Charge ... +3
Energy ... -4681.1390 Eh
Gap between HOMO and LUMO (spin up / spin down) ... 5.92 / 5.92 eV
Lowest unoccupied orbital energy (spin up / spin down) ... -0.391 / -0.391 Ha

Each line ends with the Mulliken charge.
Geometry (Å):
1 Se -0.5883 -0.5774 1.1731  -0.156
2 V 0.2981 0.3253 -0.4817  1.795
3 Si -3.6260 -3.7293 6.6551  0.538
4 N 1.7975 1.3445 -5.0004  -1.007
5 N -0.8593 0.8890 -1.8338  -0.417
6 N -0.0600 1.4849 -2.7985  0.311
7 N 1.7894 2.4214 -1.3280  0.361
8 N 1.6011 -0.6743 -1.3700  -0.417
9 N 2.0686 0.1326 -2.3972  0.309
10 N 2.0959 2.1369 -3.9144  0.363
11 N 1.2551 1.9305 -0.1489  -0.524
12 C 2.8523 3.2093 -4.3179  -0.057
13 C 2.2514 -1.8706 -1.4585  -0.311
14 C -2.1755 1.5271 -3.5112  -1.101
15 C -0.8418 1.8621 -3.7987  0.284
16 C 2.9681 -0.5586 -3.0805  0.285
17 C -2.1458 0.9234 -2.2873  -0.311
18 C 2.3623 1.9280 -6.0340  -0.497
19 C -3.4627 -5.2048 5.5999  -0.892
20 C 1.6047 2.7780 0.8509  -0.274
21 C 2.3530 3.8038 0.3375  -1.186
22 C 2.4444 3.5411 -1.0305  0.390
23 C -5.1158 -2.6897 6.5378  -0.897
24 C -2.3801 -3.3916 7.9381  -0.897
25 C 3.1166 -1.8354 -2.5136  -1.100
26 C 3.0419 3.1093 -5.6619  -0.727
27 B 1.5262 1.6122 -2.6590  0.421
28 H -0.4223 2.3370 -4.6710  0.524
29 H -2.6843 -3.9553 8.8323  0.359
30 H -5.5574 -2.6956 5.5416  0.345
31 H -3.9505 -6.0314 6.1370  0.354
32 H 3.5902 3.7860 -6.2938  0.470
33 H -3.9803 -5.1005 4.6468  0.345
34 H 2.2681 1.4886 -7.0148  0.507
35 H -1.3876 -3.7492 7.6642  0.348
36 H 1.2889 2.5815 1.8624  0.481
37 H -3.0336 1.7086 -4.1353  0.444
38 H -2.4243 -5.4982 5.4477  0.344
39 H -5.8611 -3.1273 7.2181  0.358
40 H 2.9511 4.1150 -1.7839  0.391
41 H 2.7829 4.6376 0.8653  0.461
42 H 2.0388 -2.6542 -0.7499  0.486
43 H -4.9407 -1.6688 6.8768  0.348
44 H 3.4525 -0.1249 -3.9405  0.524
45 H 3.7747 -2.6173 -2.8521  0.445
46 H 3.2103 3.9714 -3.6521  0.349
47 H -2.3461 -2.3403 8.2232  0.348
48 H -2.9405 0.5097 -1.6884  0.486

No. 7
Below is one molecule with the formula C9H16N2O, with properties calculated with the ωB97M-V functional and the def2-TZVPD basis.

Values from the calculation:
ΔE to the lowest compared entry with this formula, charge and spin ... 695.6 kJ/mol
Highest occupied orbital energy (spin up / spin down) ... -7.0 / -7.0 eV
Charge ... 0
Energy ... -537.0390 Eh
Gap between HOMO and LUMO (spin up / spin down) ... 7.72 / 7.72 eV
Lowest unoccupied orbital energy (spin up / spin down) ... 0.028 / 0.028 Ha

Each line ends with the Mulliken charge.
Geometry (Å):
1 O 3.0777 1.8304 0.3819  -0.414
2 N 1.0135 1.4896 -0.7933  0.948
3 N -0.2207 1.0160 -0.9840  -1.151
4 C -1.5308 -0.6699 -0.1550  0.072
5 C -3.1401 -2.3465 -1.1144  -1.332
6 C 1.7409 1.3658 0.3366  -0.145
7 C 1.6386 2.0814 -1.8974  -0.875
8 C 3.7719 1.0676 1.3181  -0.740
9 C -1.2540 -3.0308 0.3385  -1.344
10 C -2.0481 -1.8475 -0.2055  0.820
11 C -1.0682 0.5371 0.0581  -0.086
12 C -1.7180 1.2461 1.2009  -1.216
13 H 3.2520 0.2728 1.7159  0.427
14 H -0.8279 -3.7511 -0.2948  0.396
15 H 0.9251 2.8885 -2.2297  0.310
16 H -1.4487 2.2310 1.1885  0.432
17 H -2.9289 -3.4048 -1.1193  0.394
18 H -3.1459 -1.9084 -2.1017  0.322
19 H 4.1026 1.7564 2.1801  0.227
20 H 1.3144 1.1663 1.2531  0.544
21 H 2.6591 2.4514 -1.6966  0.321
22 H 1.6599 1.2909 -2.7619  0.303
23 H 4.7016 0.6488 0.8455  0.234
24 H -2.8915 1.2007 1.2713  0.321
25 H -4.0441 -2.0832 -0.6954  0.334
26 H -1.2538 0.7243 2.0219  0.284
27 H -0.3672 -2.6058 0.9011  0.300
28 H -1.9696 -3.6169 1.0377  0.314